[1]
ORCA calculation (the ωB97M-V functional and the def2-TZVPD basis) on C23H24F6N3OP2SSc as an isolated structure in a non-equilibrium geometry.

HOMO-LUMO gap (spin up / spin down)	7.8 / 4.9	eV
multiplicity	2
charge	+3
HOMO level (spin up / spin down)	-0.6467 / -0.6453	hartree
molecular weight	611.42	g mol⁻¹
LUMO energy (spin up / spin down)	-0.3608 / -0.4667	Eh
energy above the lowest of the compared OMol25 structures with the same formula, charge and spin	32.67	kcal/mol
E_tot	-97157.3347	eV
max |F|	0.056	Eh/bohr

Structure (XYZ):
```
61
C23H24F6N3OP2SSc the ωB97M-V functional and the def2-TZVPD basis
Sc -1.326 -1.482 -0.550
S 0.976 -2.523 -0.802
P -3.658 -2.352 -1.739
P -0.180 1.054 -0.604
F -3.614 -3.521 -2.705
F -3.240 -0.982 -0.580
F -2.023 -1.777 -2.365
F -2.561 -3.132 -0.666
F -4.289 -1.283 -2.631
F -4.837 -2.714 -0.851
O -1.372 -2.230 1.784
N 2.104 -2.301 1.634
N 1.998 -4.405 0.729
N -1.034 -0.900 1.522
C 3.470 2.645 -2.823
C 3.609 1.598 -1.909
C 1.736 -3.122 0.659
C -0.452 2.102 3.418
C -1.727 1.150 -2.850
C 2.552 -4.202 3.099
C -0.889 -0.070 2.475
C 2.891 -2.752 2.798
C -0.173 1.896 1.020
C -0.499 1.315 2.268
C 2.219 3.196 -3.084
C 0.187 3.239 0.980
C 2.496 1.091 -1.275
C -1.633 1.585 -1.496
C 1.235 1.648 -1.531
C 1.092 2.695 -2.462
C 2.719 -5.042 1.846
C -2.640 2.395 -0.935
C 0.209 4.012 2.139
C -3.758 2.395 -3.073
C -2.781 1.564 -3.629
C -3.674 2.820 -1.734
C -0.105 3.444 3.359
H -2.856 1.249 -4.661
H 0.479 5.059 2.076
H 2.645 -2.110 3.642
H -0.945 0.536 -3.282
H -2.577 2.717 0.097
H 3.211 -4.575 3.880
H 3.770 -5.151 1.578
H 2.014 -1.316 1.467
H -1.662 -2.348 2.701
H -4.421 3.494 -1.334
H 4.341 3.024 -3.341
H -0.080 4.037 4.264
H 4.587 1.175 -1.718
H 2.591 0.253 -0.594
H 0.457 3.698 0.038
H 2.124 4.029 -3.768
H 2.304 -6.037 1.986
H 3.955 -2.637 2.585
H -4.597 2.713 -3.680
H 0.124 3.134 -2.661
H -0.696 1.656 4.376
H -1.048 -0.392 3.503
H 1.527 -4.279 3.464
H 1.724 -4.983 -0.052
```

Results of the natural (NBO) charge analysis, in e, for atoms 1 through 6: number 1, Sc, carries 1.577; number 2, S, carries -0.235; number 3, P, carries 2.662; number 4, P, carries 1.071; number 5, F, carries -0.494; number 6, F, carries -0.569

***

[2]
ORCA calculation (the ωB97M-V functional and the def2-TZVPD basis) on one molecule with the formula C23H24FN3O3.

HOMO-LUMO gap	8.2	eV
charge	0
HOMO level	-0.3107	hartree
molecular weight	409.46	g mol⁻¹
LUMO energy	-0.0102	Eh
energy above the lowest of the compared OMol25 structures with the same formula, charge and spin	3.50	kcal/mol
E_tot	-37572.2009	eV
max |F|	0.017	Eh/bohr

Structure (XYZ):
```
54
C23H24FN3O3 the ωB97M-V functional and the def2-TZVPD basis
F 8.228 -2.568 0.633
O 0.421 -0.610 1.011
O 2.670 2.583 -0.427
O 0.525 3.855 -0.572
N -1.478 0.594 0.911
N 2.697 0.429 0.318
N 3.997 0.095 0.259
C -2.198 4.013 -0.257
C 7.924 -1.314 0.232
C 4.926 0.873 -0.139
C -2.182 1.726 0.584
C 0.606 1.610 0.212
C -5.322 -2.860 -0.912
C -1.499 2.846 0.074
C 6.609 -0.904 0.261
C -5.969 -3.845 -1.877
C -4.180 -3.508 -0.132
C 7.321 1.235 -0.585
C -2.162 -0.574 1.447
C 2.071 1.586 0.006
C -4.241 2.976 0.406
C 8.949 -0.486 -0.195
C -3.559 4.082 -0.094
C -3.573 1.819 0.738
C -2.803 -1.415 0.343
C -0.073 2.778 -0.103
C -0.113 0.464 0.725
C 6.296 0.392 -0.153
C -3.573 -2.594 0.933
C 8.633 0.798 -0.604
H -4.143 0.988 1.115
H -3.470 -0.790 -0.253
H 7.083 2.238 -0.906
H -4.949 -2.003 -1.476
H 9.417 1.459 -0.940
H -4.369 -2.221 1.582
H -5.312 3.020 0.535
H -4.098 4.981 -0.350
H 9.965 -0.848 -0.201
H 5.827 -1.564 0.597
H -6.778 -3.369 -2.427
H -2.889 -3.180 1.552
H -5.237 -4.212 -2.594
H -1.635 4.848 -0.643
H -6.076 -2.495 -0.209
H -6.375 -4.698 -1.338
H -4.561 -4.406 0.359
H -1.404 -1.172 1.959
H -2.014 -1.786 -0.314
H -3.398 -3.819 -0.828
H 1.510 3.636 -0.634
H 4.771 1.895 -0.477
H -2.902 -0.252 2.182
H 2.090 -0.325 0.667
```

Results of the natural (NBO) charge analysis, in e, for atoms 1 through 6: number 1, F, carries -0.326; number 2, O, carries -0.683; number 3, O, carries -0.675; number 4, O, carries -0.650; number 5, N, carries -0.409; number 6, N, carries -0.423

***

[3]
ORCA calculation (the ωB97M-V functional and the def2-TZVPD basis) on one molecule with the formula C23H24N2O5 in a non-equilibrium geometry.

HOMO-LUMO gap	7.5	eV
charge	0
HOMO level	-0.3187	hartree
molecular weight	408.45	g mol⁻¹
LUMO energy	-0.0440	Eh
energy above the lowest of the compared OMol25 structures with the same formula, charge and spin	525.35	kcal/mol
E_tot	-37437.5571	eV
max |F|	0.320	Eh/bohr

Structure (XYZ):
```
54
C23H24N2O5 the ωB97M-V functional and the def2-TZVPD basis
O 0.544 -1.655 1.793
O 6.203 -0.193 -0.684
O -1.720 3.421 -0.552
O 0.919 1.965 -0.579
O -6.972 0.848 -0.622
N -2.321 1.387 0.674
N -3.155 -3.216 -1.258
C 4.851 -0.235 -0.048
C -3.712 1.622 0.789
C 2.561 -0.086 -0.872
C -2.110 -1.150 -1.063
C -2.800 -2.053 -1.796
C 3.823 -0.133 -0.909
C -0.160 1.574 -0.008
C 4.468 -0.218 1.233
C -4.780 1.027 0.105
C -1.679 0.038 0.939
C -0.210 0.317 0.431
C 0.811 -0.423 0.978
C 2.144 -0.344 0.472
C -1.523 2.174 0.005
C 8.750 0.349 -1.494
C -3.110 -3.258 0.312
C -2.135 -0.884 0.205
C -6.103 1.506 0.043
C 8.706 0.083 -0.298
C 7.396 -0.025 0.368
C -2.615 -2.216 0.644
C -7.255 -0.747 -0.530
C 3.226 -0.584 1.524
H 7.291 -1.142 0.846
H -2.744 -2.222 1.821
H -3.802 2.583 0.769
H 9.427 0.057 0.318
H -3.823 1.370 1.938
H 7.916 0.344 -2.134
H -1.608 -0.141 2.000
H -4.512 1.261 -0.910
H -6.373 0.995 1.187
H -8.096 -0.615 -1.181
H -6.490 -1.172 -0.790
H 1.859 0.090 -1.618
H -6.193 2.532 0.168
H -3.535 -4.322 0.536
H 7.150 0.689 1.140
H -4.562 -0.036 0.099
H 4.090 0.259 -2.039
H -7.441 -0.908 0.576
H 1.380 -2.221 1.983
H 2.936 -0.903 2.451
H -2.819 -2.253 -2.942
H -1.973 -0.138 -1.528
H 9.859 0.552 -2.118
H 5.156 -0.435 1.895
```

Results of the natural (NBO) charge analysis, in e, for atoms 1 through 6: number 1, O, carries -0.709; number 2, O, carries -0.530; number 3, O, carries -0.623; number 4, O, carries -0.544; number 5, O, carries -0.563; number 6, N, carries -0.338

***

[4]
ORCA calculation (the ωB97M-V functional and the def2-TZVPD basis) on one molecule with the formula C23H24N4O4S2 in a non-equilibrium geometry.

HOMO-LUMO gap	9.0	eV
charge	0
HOMO level	-0.3180	hartree
molecular weight	484.60	g mol⁻¹
LUMO energy	0.0127	Eh
energy above the lowest of the compared OMol25 structures with the same formula, charge and spin	37.40	kcal/mol
E_tot	-60061.2334	eV
max |F|	0.027	Eh/bohr

Structure (XYZ):
```
57
C23H24N4O4S2 the ωB97M-V functional and the def2-TZVPD basis
S 1.346 -0.027 2.245
S -4.812 -1.391 -0.062
O 0.017 -2.133 0.249
O 0.108 -0.032 2.973
O 2.407 0.810 2.720
O 2.215 -3.842 2.498
N 3.379 -3.398 1.958
N 0.950 0.451 0.690
N -3.141 0.605 -0.136
N -2.121 -1.518 0.054
C -7.049 1.982 -0.391
C 3.005 1.458 -0.056
C 4.014 1.592 -0.990
C 3.996 0.867 -2.176
C 1.923 -0.151 -1.472
C 1.371 -2.819 2.651
C 6.236 -0.019 -2.795
C 1.957 0.571 -0.283
C -0.419 0.234 0.305
C 4.368 -1.293 1.214
C -5.451 0.225 -0.202
C -4.680 2.509 -0.327
C 1.980 -1.677 2.197
C -5.997 2.904 -0.410
C 5.128 0.973 -3.157
C 0.042 -3.070 3.249
C -0.783 -1.227 0.196
C -4.390 1.153 -0.222
C -3.185 -0.668 -0.045
C -8.463 2.468 -0.480
C 2.935 0.001 -2.403
C -6.770 0.629 -0.286
C 3.268 -2.112 1.770
H 5.535 1.986 -3.145
H 4.769 0.760 -4.165
H -1.052 0.682 1.076
H -8.603 3.058 -1.385
H -7.566 -0.100 -0.268
H 7.060 0.056 -3.501
H -3.872 3.223 -0.341
H 6.615 0.185 -1.796
H 2.900 -0.571 -3.319
H -0.436 -2.118 3.461
H 4.826 2.279 -0.800
H -0.567 -3.645 2.554
H -6.231 3.955 -0.491
H -2.339 -2.508 0.038
H 5.314 -1.804 1.373
H 0.154 -3.651 4.163
H -0.626 0.745 -0.639
H 3.024 2.019 0.863
H -9.162 1.637 -0.493
H 4.372 -0.319 1.697
H 5.854 -1.037 -2.814
H -8.696 3.106 0.371
H 1.121 -0.846 -1.663
H 4.224 -1.149 0.145
```

Results of the natural (NBO) charge analysis, in e, for atoms 1 through 6: number 1, S, carries 2.357; number 2, S, carries 0.328; number 3, O, carries -0.593; number 4, O, carries -0.953; number 5, O, carries -0.930; number 6, O, carries -0.270